{"formula": "C30H46O3SSeV", "method": "ωB97M-V/def2-TZVPD", "symbols": ["V", "C", "C", "C", "C", "C", "C", "C", "Se", "C", "C", "C", "C", "C", "C", "O", "C", "C", "C", "C", "C", "C", "C", "C", "C", "O", "C", "C", "C", "C", "C", "C", "H", "H", "H", "H", "H", "H", "H", "H", "H", "H", "H", "H", "H", "H", "H", "H", "H", "H", "H", "H", "H", "H", "H", "H", "H", "H", "H", "H", "H", "H", "H", "H", "H", "H", "H", "H", "H", "H", "H", "H", "C", "S", "C", "O", "H", "H", "H", "H", "H", "H"], "coordinates": [[-0.056437, -1.626253, -2.216339], [-4.817142, 0.415712, 3.534772], [-3.330405, 0.692923, 3.278690], [-2.517145, 0.110924, 4.433466], [-3.099577, 2.208858, 3.233278], [-2.919836, 0.085478, 1.936308], [-1.878297, -0.826652, 1.806857], [-1.533514, -1.286564, 0.550551], [-0.076296, -2.521642, 0.311944], [1.451412, -1.380595, 0.562411], [1.838268, -0.975403, 1.825039], [2.935328, -0.132006, 1.962445], [3.609191, 0.228178, 0.800541], [3.268045, -0.179479, -0.491625], [2.146239, -0.993321, -0.578273], [1.612141, -1.437763, -1.789962], [4.141855, 0.328285, -1.652071], [5.606710, -0.038883, -1.370119], [4.004991, 1.854707, -1.729283], [3.788556, -0.252753, -3.025602], [3.399348, 0.412259, 3.314621], [3.265729, 1.940577, 3.311535], [2.564320, -0.146966, 4.465193], [4.868219, 0.033876, 3.542860], [-2.218560, -0.886208, -0.591928], [-1.723620, -1.382962, -1.799930], [-3.290221, -0.005907, -0.511004], [-3.587711, 0.455459, 0.773714], [-4.149946, 0.523833, -1.672470], [-3.906226, 2.032831, -1.805638], [-5.631238, 0.273290, -1.350930], [-3.871503, -0.126827, -3.032044], [-5.107811, 0.817977, 4.507017], [-5.024631, -0.656332, 3.533984], [-5.455263, 0.882371, 2.782527], [-2.849848, 0.555621, 5.372201], [-1.450804, 0.326951, 4.330069], [-2.644865, -0.970645, 4.518026], [-3.397380, 2.658528, 4.182482], [-3.682770, 2.683954, 2.441984], [-2.046552, 2.441758, 3.060445], [-1.333742, -1.176844, 2.671637], [1.285194, -1.315445, 2.688291], [4.468134, 0.880438, 0.900619], [5.974409, 0.377200, -0.432112], [6.241509, 0.349125, -2.169020], [5.735450, -1.122333, -1.328536], [4.356739, 2.339924, -0.817522], [2.964500, 2.147692, -1.884628], [4.595867, 2.242265, -2.561660], [3.838382, -1.342203, -3.031745], [4.519234, 0.122910, -3.745571], [2.797938, 0.050979, -3.362720], [2.228199, 2.244704, 3.156259], [3.870852, 2.398039, 2.526352], [3.600496, 2.345218, 4.268686], [1.512594, 0.138049, 4.381122], [2.934869, 0.251331, 5.410554], [2.624522, -1.236284, 4.520705], [5.525269, 0.479439, 2.794166], [5.006087, -1.048832, 3.510551], [5.196528, 0.389763, 4.521255], [-4.404431, 1.160685, 0.867367], [-4.196714, 2.571740, -0.902376], [-4.490217, 2.435171, -2.635944], [-2.851999, 2.244088, -1.997068], [-5.950950, 0.747274, -0.422865], [-5.835886, -0.796020, -1.267829], [-6.252219, 0.677820, -2.152477], [-2.873893, 0.102262, -3.405155], [-4.597196, 0.268130, -3.746529], [-3.990209, -1.210548, -2.995700], [-1.434829, -2.606446, -5.475003], [-0.118591, -1.419973, -5.504890], [1.287252, -2.483724, -5.637323], [-0.053927, -0.850817, -4.071294], [-1.671365, -2.883719, -6.501848], [-2.286419, -2.094776, -5.026991], [-1.148011, -3.479976, -4.890157], [1.301076, -2.906991, -6.642024], [1.227366, -3.267517, -4.882088], [2.165378, -1.858967, -5.482196]], "forces_ev_per_a": [[-0.04, -0.65, -0.62], [-0.05, -0.04, 0.03], [0.01, -0.05, -0.09], [0.02, -0.02, 0.06], [0.02, 0.06, -0.01], [0.05, 0.02, -0.01], [-0.07, 0.01, 0.05], [0.13, -0.01, 0.16], [-0.02, 0.02, -0.07], [-0.14, -0.01, 0.16], [0.09, 0.01, 0.04], [-0.05, 0.03, 0.01], [0.07, 0.06, -0.04], [0.28, 0.11, 0.07], [-0.53, -0.38, -0.91], [1.70, 0.68, 0.98], [-0.09, -0.06, 0.06], [0.06, -0.04, 0.00], [-0.02, 0.07, 0.01], [0.02, 0.02, -0.04], [-0.01, -0.04, -0.09], [-0.02, 0.06, -0.01], [-0.02, -0.02, 0.05], [0.05, -0.05, 0.03], [0.49, -0.42, -0.88], [-1.64, 0.75, 0.97], [-0.27, 0.12, 0.07], [-0.07, 0.05, -0.04], [0.08, -0.05, 0.06], [0.03, 0.07, 0.00], [-0.07, -0.03, 0.00], [-0.02, 0.01, -0.03], [0.00, 0.00, -0.01], [0.02, 0.01, 0.01], [0.02, -0.01, 0.01], [0.00, 0.00, -0.01], [-0.02, 0.01, -0.01], [-0.01, 0.01, 0.00], [0.01, 0.00, -0.01], [0.01, -0.02, 0.02], [-0.01, -0.02, 0.00], [0.03, -0.01, 0.00], [-0.03, -0.01, 0.00], [-0.04, -0.01, 0.01], [-0.03, 0.00, -0.03], [-0.01, -0.01, 0.00], [-0.01, 0.01, 0.00], [-0.01, -0.02, -0.01], [0.01, -0.01, -0.01], [0.00, -0.02, 0.01], [0.01, 0.00, 0.02], [-0.02, -0.01, 0.00], [-0.02, 0.02, 0.03], [0.01, -0.02, 0.00], [-0.01, -0.02, 0.02], [0.00, 0.00, -0.01], [0.02, 0.01, -0.01], [0.00, 0.00, -0.01], [0.01, 0.01, 0.00], [-0.02, -0.01, 0.00], [-0.02, 0.01, 0.01], [0.00, 0.00, -0.01], [0.05, -0.02, 0.01], [0.01, -0.02, -0.01], [0.00, -0.01, 0.01], [-0.01, -0.01, -0.01], [0.03, 0.00, -0.03], [0.00, 0.01, 0.00], [0.01, -0.02, 0.00], [0.03, 0.02, 0.03], [0.02, -0.02, 0.00], [-0.01, -0.01, 0.03], [-0.10, -0.14, 0.01], [-0.04, 0.78, 0.39], [0.12, -0.16, -0.01], [0.00, -0.40, -0.38], [0.01, -0.05, 0.01], [-0.03, -0.03, -0.03], [-0.07, -0.01, 0.03], [0.02, -0.03, 0.02], [0.07, -0.01, -0.01], [0.02, -0.03, -0.02]], "e_tot_ev": -139864.366, "s2": 2.017, "e_lumo_ev": [-2.706, -3.283], "total_charge": 1, "spin_multiplicity": 3, "homo_ev": [-11.096, -11.149]}